(1)
C20H40FeNP3S2 | ωB97M-V/def2-TZVPD

Structure (XYZ):
```
67
C20H40FeNP3S2, DFT ωB97M-V/def2-TZVPD
Fe 0.370 0.584 0.653
S 3.448 2.905 -1.536
S -1.608 0.462 -0.556
P -0.947 1.491 2.404
P 2.021 -0.205 2.100
P -0.998 -2.539 0.792
N 1.696 1.816 0.013
C -0.761 0.906 -4.402
C 2.049 3.031 0.637
C 0.024 -0.849 -2.351
C 1.763 -1.469 3.382
C 0.381 -1.133 -3.665
C -2.243 -2.933 -0.449
C -3.081 0.562 -6.544
C -0.879 3.319 2.288
C -1.278 1.095 -3.126
C 2.458 1.597 -1.108
C 0.306 -3.765 0.602
C -0.516 1.114 4.141
C -0.859 0.215 -2.097
C -1.688 -2.624 2.445
C 2.985 3.736 -0.068
C 3.174 -0.979 0.922
C -2.756 1.222 2.363
C 3.102 1.017 2.930
C -2.025 -0.161 -6.928
C -0.018 -0.254 -4.681
H -1.848 -2.843 -1.470
H 0.037 3.712 2.748
H -4.057 0.104 -6.364
H -0.985 -2.234 3.193
H -0.894 3.608 1.228
H 0.189 -0.502 -5.719
H -2.072 -1.245 -7.066
H 3.426 -0.286 0.106
H 1.593 3.329 1.578
H -3.109 -2.267 -0.366
H -1.035 1.596 -5.214
H -1.147 1.718 4.812
H 2.734 -1.661 3.857
H -2.604 -2.022 2.501
H 2.719 -1.882 0.498
H -2.032 1.861 -2.901
H -3.200 1.748 3.220
H 2.281 0.803 -1.817
H 1.395 -2.405 2.946
H -3.194 1.619 1.438
H 0.872 -3.555 -0.312
H 0.537 1.326 4.365
H 3.870 0.462 3.490
H 2.545 1.652 3.632
H 1.064 -1.122 4.152
H -1.940 -3.663 2.692
H -1.746 3.765 2.796
H 3.392 4.695 0.228
H -1.083 0.330 -7.203
H 1.007 -3.769 1.442
H 0.971 -2.027 -3.869
H 0.378 -1.456 -1.512
H -2.590 -3.973 -0.319
H -0.714 0.054 4.349
H 4.081 -1.245 1.480
H 3.602 1.666 2.199
H -3.003 0.157 2.436
H -3.030 1.654 -6.511
H -0.136 -4.766 0.497
H -0.395 -1.098 0.596
```

Its spin multiplicity is 6. For the LUMO energy (spin up / spin down), the calculation gives -8.5829 / -11.7949 eV. The strongest force on any atom comes out at 3.24 eV/Å. The calculation puts the HOMO energy (spin up / spin down) at -16.2975 / -16.1967 eV. As for the HOMO-LUMO gap (spin up / spin down): 7.71 / 4.40 eV. As for the total charge: +3.


(2)
C20H40N3O3PS2Ti | ωB97M-V/def2-TZVPD

Structure (XYZ):
```
70
C20H40N3O3PS2Ti, DFT ωB97M-V/def2-TZVPD
Ti -0.454 0.529 -0.693
S -0.981 1.700 -2.357
S -1.849 -1.516 -1.082
P -2.922 0.017 -0.326
O 1.361 0.284 -0.819
O -3.633 -0.466 1.062
O -4.163 0.277 -1.319
N -0.556 -0.241 1.863
N -0.552 2.278 0.670
N 0.929 -2.486 0.445
C 4.504 -1.401 -1.522
C 0.261 -1.299 2.478
C 2.858 2.619 0.813
C 3.213 -0.922 -1.734
C 3.374 0.215 0.419
C -4.528 -1.596 1.085
C -4.939 1.787 -3.007
C 0.210 -2.604 1.700
C -4.591 1.635 -1.547
C 2.766 1.200 1.390
C 1.348 -2.147 -2.965
C 5.223 -1.113 -0.376
C 3.365 1.158 2.791
C -0.595 0.946 2.720
C -1.204 2.121 1.981
C 2.629 -0.147 -0.719
C -5.970 -1.140 1.065
C 2.204 0.076 -3.820
C 4.657 -0.285 0.581
C 2.550 -1.211 -3.066
H -2.263 1.939 1.796
H 2.799 1.805 3.466
H 5.227 -0.020 1.463
H 3.359 0.148 3.205
H -1.049 2.942 0.085
H 1.295 -0.947 2.527
H 0.960 -2.364 -3.963
H 0.541 -1.708 -2.384
H -5.718 1.080 -3.294
H -4.304 -2.250 0.240
H 1.853 -0.161 -4.826
H 3.904 2.915 0.715
H -1.506 -0.599 1.791
H 0.600 -3.136 -0.255
H -6.194 -0.623 0.133
H -4.055 1.606 -3.617
H -1.154 0.768 3.647
H -5.298 2.799 -3.200
H -3.780 2.317 -1.278
H 3.308 -1.736 -3.656
H 1.929 -2.596 0.555
H 2.373 3.350 1.471
H -0.072 -1.481 3.510
H 0.399 2.628 0.769
H -1.115 3.026 2.586
H -6.170 -0.468 1.899
H -4.303 -2.142 2.003
H 6.223 -1.505 -0.242
H 1.630 -3.095 -2.500
H 3.084 0.717 -3.909
H 0.430 1.187 3.014
H 4.396 1.516 2.794
H 1.710 0.934 1.461
H -5.451 1.834 -0.902
H 4.956 -2.010 -2.296
H 0.584 -3.402 2.354
H -6.632 -2.003 1.151
H -0.833 -2.840 1.474
H 1.418 0.635 -3.314
H 2.406 2.671 -0.180
```

For the LUMO energy, the calculation gives 0.2718 eV. The strongest force on any atom comes out at 0.08 eV/Å. The calculation puts the HOMO energy at -7.5572 eV. As for the HOMO-LUMO gap: 7.83 eV. As for the total charge: 0.


(3)
C20H40N4NbO4 | ωB97M-V/def2-TZVPD

Structure (XYZ):
```
69
C20H40N4NbO4, DFT ωB97M-V/def2-TZVPD
Nb -3.590 -2.855 -0.193
O -3.472 0.800 -1.401
O 4.250 1.288 0.432
O -6.556 -3.320 2.239
O 8.111 2.163 -3.011
N 8.790 0.662 -1.496
N -5.259 1.940 -0.696
N 2.907 3.067 0.638
N -5.520 -3.756 0.186
C -3.567 3.095 -2.060
C 4.641 3.083 -1.103
C 8.451 1.013 -2.766
C -5.727 -4.052 1.607
C 0.647 -0.896 0.672
C -4.968 -5.182 2.449
C 3.931 2.405 0.038
C 0.564 0.426 3.048
C 1.347 -0.120 1.816
C -1.873 0.696 4.343
C -5.778 -4.938 -0.692
C -1.661 -0.619 1.939
C 2.381 4.377 0.324
C -0.908 -1.164 0.708
C 8.511 -0.047 -3.832
C -4.078 1.856 -1.371
C -6.123 3.088 -0.542
C -1.545 -1.928 -0.539
C 9.214 -0.633 -1.007
C -0.964 0.168 3.112
H -2.787 -0.744 2.031
H 5.095 4.016 -0.761
H -2.599 1.503 3.952
H 2.909 4.847 -0.503
H -1.252 1.081 5.219
H -4.234 -1.341 0.587
H -5.652 -6.029 2.798
H -1.543 -1.256 -1.462
H -3.397 3.888 -1.329
H 7.823 -0.861 -3.591
H -2.620 2.870 -2.552
H -5.244 -4.896 -1.702
H -4.543 -4.658 3.382
H 2.482 2.546 1.394
H 9.530 -0.428 -3.927
H -5.534 1.068 -0.261
H -2.533 -0.208 4.634
H -4.163 -2.149 -1.801
H 10.207 -0.524 -0.566
H 3.941 3.279 -1.918
H 8.213 0.384 -4.788
H -7.104 2.838 -0.953
H -4.281 3.424 -2.819
H 2.496 0.056 1.764
H -3.054 -4.328 -1.163
H -3.011 -3.552 1.381
H 1.270 -1.257 -0.224
H 2.470 5.004 1.215
H -4.057 -5.587 1.865
H -6.912 -4.932 -0.940
H 9.249 -1.381 -1.797
H -5.733 3.970 -1.048
H 8.725 1.426 -0.837
H 5.432 2.432 -1.476
H 1.325 4.270 0.068
H -6.227 3.298 0.525
H -5.599 -5.931 -0.131
H 8.513 -0.953 -0.234
H 1.068 1.008 3.905
H -0.825 -2.807 -0.777
```

For the LUMO energy, the calculation gives 2.1300 eV. The strongest force on any atom comes out at 4.16 eV/Å. The calculation puts the HOMO energy at -4.6273 eV. As for the HOMO-LUMO gap: 6.76 eV. As for the total charge: -1.


Record-wise energy above the lowest of the compared OMol25 structures with the same formula, charge and spin values, in kcal per mole: 0.0, 3.0, 118.5